No. 1
The following is a DFT calculation (ωB97M-V/def2-TZVPD) of a structure of composition C13H15F3N3O4S2.

Geometry as XYZ:
```
40
Properties=species:S:1:pos:R:3
S 2.422 2.442 -1.414
S 4.326 -3.526 -2.731
F 6.676 -2.301 -2.736
F 5.341 -1.643 -1.163
F 5.007 -1.008 -3.204
O 4.507 -3.793 -4.139
O 4.890 -4.510 -1.835
O 3.010 -3.039 -2.358
O -2.634 2.916 -1.331
N 2.331 0.907 -1.788
N -3.812 1.904 0.335
N 1.532 2.469 -0.041
C 1.145 1.213 0.134
C -3.020 2.932 -0.190
C 0.008 -0.627 1.206
C -2.872 -0.322 0.812
C -0.903 -1.144 2.290
C 1.278 -1.085 -0.808
C 1.593 0.294 -0.856
C 0.492 -1.525 0.208
C -2.702 4.095 0.696
C -3.113 1.076 1.364
C 5.388 -2.048 -2.446
C -2.372 -1.324 1.840
C 0.325 0.697 1.183
H -2.475 -2.314 1.407
H -2.188 1.582 1.615
H -1.621 4.195 0.747
H -3.110 3.983 1.694
H -2.226 -0.245 -0.062
H -3.838 -0.679 0.451
H 1.648 -1.750 -1.580
H -4.030 1.326 -0.469
H -3.080 5.004 0.244
H -3.756 0.980 2.236
H -3.007 -1.261 2.723
H -0.538 -2.136 2.559
H 0.221 -2.567 0.280
H -0.043 1.373 1.941
H -0.801 -0.540 3.186
```

Charge: -1
HOMO level in eV: -5.9
F_max in eV Å⁻¹: 1.18
M in g mol⁻¹: 398.4
Orbital gap in Eh: 0.2868

No. 2
The following is a DFT calculation (ωB97M-V/def2-TZVPD) of a structure of composition C13H15F3NPdS6Sb.

Geometry as XYZ:
```
40
Properties=species:S:1:pos:R:3
Sb 2.101 0.105 -0.949
Pd -0.285 0.429 -0.202
S -2.962 4.406 -2.682
S -0.904 -1.823 -0.205
S -1.154 4.894 -0.541
S -1.371 2.217 0.742
S -3.529 1.573 -1.960
S -1.721 7.099 -2.454
F -3.012 -3.738 1.120
F -1.093 -4.737 1.058
F -2.326 -4.876 2.827
N -0.089 -0.779 2.045
C -0.748 -1.823 1.554
C -1.927 -4.045 1.850
C -0.479 -1.523 4.275
C 2.999 1.049 -2.603
C -1.138 -2.639 3.770
C -1.832 3.295 -0.587
C -1.936 5.562 -1.930
C 0.047 -0.631 3.368
C -2.679 3.066 -1.602
C -1.265 -2.811 2.408
C 2.691 -1.889 -1.249
C 3.428 0.641 0.594
C -2.247 0.733 -2.906
H 4.455 0.484 0.263
H 3.750 -1.933 -1.506
H -2.676 -0.207 -3.256
H 3.280 1.685 0.863
H 2.498 0.744 -3.520
H -1.552 -3.380 4.441
H 2.926 2.130 -2.496
H -0.374 -1.360 5.339
H 2.505 -2.437 -0.326
H 0.599 0.244 3.694
H -1.399 0.510 -2.263
H -1.933 1.334 -3.758
H 3.213 0.015 1.459
H 4.047 0.746 -2.631
H 2.093 -2.330 -2.045
```

Relative energy (zero: lowest compared OMol25 entry of this formula, charge and spin) in kcal per mole: 50.7
HOMO level (spin up / spin down) in eV: -7.7 / -7.7
F_max in eV Å⁻¹: 1.03
M in g mol⁻¹: 662.8
Orbital gap (spin up / spin down) in Eh: 0.2040 / 0.2041

What did the first record say?
The following is a DFT calculation (ωB97M-V/def2-TZVPD) of a structure of composition C13H15F3N3O4S2.

Geometry as XYZ:
```
40
Properties=species:S:1:pos:R:3
S 2.422 2.442 -1.414
S 4.326 -3.526 -2.731
F 6.676 -2.301 -2.736
F 5.341 -1.643 -1.163
F 5.007 -1.008 -3.204
O 4.507 -3.793 -4.139
O 4.890 -4.510 -1.835
O 3.010 -3.039 -2.358
O -2.634 2.916 -1.331
N 2.331 0.907 -1.788
N -3.812 1.904 0.335
N 1.532 2.469 -0.041
C 1.145 1.213 0.134
C -3.020 2.932 -0.190
C 0.008 -0.627 1.206
C -2.872 -0.322 0.812
C -0.903 -1.144 2.290
C 1.278 -1.085 -0.808
C 1.593 0.294 -0.856
C 0.492 -1.525 0.208
C -2.702 4.095 0.696
C -3.113 1.076 1.364
C 5.388 -2.048 -2.446
C -2.372 -1.324 1.840
C 0.325 0.697 1.183
H -2.475 -2.314 1.407
H -2.188 1.582 1.615
H -1.621 4.195 0.747
H -3.110 3.983 1.694
H -2.226 -0.245 -0.062
H -3.838 -0.679 0.451
H 1.648 -1.750 -1.580
H -4.030 1.326 -0.469
H -3.080 5.004 0.244
H -3.756 0.980 2.236
H -3.007 -1.261 2.723
H -0.538 -2.136 2.559
H 0.221 -2.567 0.280
H -0.043 1.373 1.941
H -0.801 -0.540 3.186
```

Charge: -1
HOMO level in eV: -5.9
F_max in eV Å⁻¹: 1.18
M in g mol⁻¹: 398.4
Orbital gap in Eh: 0.2868